Formula: C16H34OP2V
Source: the Open Molecules 2025 dataset
Level of theory: ωB97M-V with the def2-TZVPD basis set

## Properties
* LUMO level (alpha / beta): -6.9363 / -6.6993 eV
* orbital gap (alpha / beta): 8.09 / 7.87 eV
* energy relative to the best compared isomer or geometry (same formula, charge and spin): 1.153 eV
* multiplicity: 2
* <S²>: 0.7933
* E: -2331.2008 a.u.
* total charge: +2

Last column: natural (NBO) charge in e.
Geometry (Å):
P: 0.50 -2.25 -2.25  1.582
P: 0.38 2.54 -1.32  0.945
C: 0.21 -0.49 -2.86  -0.828
C: 0.93 0.78 -2.25  -0.778
H: -0.88 -0.46 -3.23  0.226
H: 0.67 -0.53 -3.84  0.377
H: 1.65 0.43 -1.49  0.260
H: 1.56 1.15 -3.06  0.269
C: -1.17 3.01 -2.24  -0.986
H: -1.83 3.61 -1.59  0.301
H: -1.79 2.26 -2.76  0.163
H: -0.89 3.64 -3.08  0.282
C: 1.29 3.83 -2.20  -0.952
H: 0.85 4.10 -3.15  0.230
H: 2.33 3.50 -2.34  0.260
H: 1.19 4.69 -1.52  0.286
C: -0.59 -3.42 -3.13  -0.958
H: -0.62 -4.34 -2.52  0.290
H: -0.28 -3.66 -4.15  0.289
H: -1.61 -3.01 -3.14  0.270
C: 2.21 -2.58 -2.65  -0.976
H: 2.71 -1.61 -2.54  0.266
H: 2.28 -2.93 -3.68  0.279
H: 2.65 -3.31 -1.96  0.295
V: -1.27 0.72 -1.97  1.052
C: 0.23 1.43 -5.29  -0.170
C: -1.10 1.33 -5.10  -0.205
C: -2.07 0.80 -6.12  -0.458
C: -1.67 -0.60 -6.65  -0.455
C: -0.93 -1.42 -5.63  -0.188
C: 0.42 -1.53 -5.59  -0.212
C: 1.36 -0.65 -6.39  -0.465
C: 0.95 0.84 -6.50  -0.456
C: 0.26 -2.43 -0.47  -0.982
H: 0.84 2.14 -4.70  0.206
H: -1.61 1.92 -4.33  0.178
H: -2.19 1.50 -6.97  0.257
H: -3.07 0.73 -5.66  0.222
H: -2.60 -1.14 -6.92  0.248
H: -1.14 -0.49 -7.63  0.230
H: -1.55 -2.10 -5.04  0.200
H: 0.92 -2.38 -5.11  0.189
H: 1.48 -1.06 -7.42  0.265
H: 2.38 -0.72 -5.96  0.219
H: 1.88 1.43 -6.63  0.242
H: 0.38 0.98 -7.45  0.239
H: 1.07 -1.99 0.12  0.284
H: 0.21 -3.51 -0.31  0.285
H: -0.69 -1.95 -0.17  0.297
C: -0.83 0.70 0.86  -0.257
O: -1.60 0.22 -0.23  -0.730
H: 0.16 0.22 0.94  0.165
H: -1.37 0.51 1.80  0.223
H: -0.71 1.78 0.72  0.185